The following is a quantum chemistry calculation of the molecule C7H11N3O2 at a distorted geometry, from OMol25.

The charge is 0. Its spin multiplicity is 1. As for the maximum force: 3.9 eV Å⁻¹. The value obtained for the electronic energy is -587.9992 hartree. The calculation puts the molecular weight at 169.18 Da. As for the SMILES: CN(C)C1(C(=O)O)N=CCC=N1. For the energy above the lowest of the compared OMol25 structures with the same formula, charge and spin, the calculation gives 249.5 kJ/mol.

Bonds (Å) are listed after each position.
Atoms and positions in Å:
1 C 0.45 -0.65 2.41  N2 1.487, H13 1.147, H14 1.123, H15 1.153
2 N 0.50 -0.94 0.95  C1 1.487, C3 1.455, C4 1.509
3 C -0.24 -2.18 0.79  N2 1.455, H16 1.117, H17 1.153, H18 1.076
4 C 0.21 0.16 -0.05  N2 1.509, C5 1.514, N8 1.424, N12 1.419
5 C 1.28 1.21 0.18  C4 1.514, O6 1.212, O7 1.313
6 O 0.95 2.36 0.37  C5 1.212
7 O 2.53 0.83 0.16  C5 1.313, H19 1.033
8 N 0.30 -0.38 -1.36  C4 1.424, C9 1.248
9 C -0.23 0.25 -2.30  N8 1.248, C10 1.486, H20 1.104
10 C -0.89 1.57 -2.14  C9 1.486, C11 1.573, H21 1.155, H22 1.101
11 C -1.65 1.35 -0.78  C10 1.573, N12 1.247, H23 1.066
12 N -1.11 0.64 0.10  C4 1.419, C11 1.247
13 H -0.65 -0.38 2.58  C1 1.147
14 H 0.79 -1.65 2.79  C1 1.123
15 H 1.21 0.19 2.61  C1 1.153
16 H -0.81 -2.61 1.65  C3 1.117
17 H -1.09 -2.10 0.01  C3 1.153
18 H 0.24 -3.09 0.48  C3 1.076
19 H 2.62 -0.20 0.28  O7 1.033
20 H -0.11 -0.21 -3.30  C9 1.104
21 H -0.02 2.26 -1.81  C10 1.155
22 H -1.65 1.81 -2.89  C10 1.101
23 H -2.63 1.76 -0.71  C11 1.066

Löwdin atomic charge list, values in e, 5 entries: -0.07, -0.21, -0.14, -0.48, -0.50